C32H34BrF4N2O2PSn | ωB97M-V/def2-TZVPD

## Properties
lowest unoccupied orbital energy: -6.3 eV
2S+1: 1
HOMO-LUMO gap: 0.2807 Eh
charge: +2

Last column: natural (NBO) charge in e.
Atoms and positions in Å:
1 Sn 0.3390 0.4768 -0.8464  1.503
2 Br -2.7593 -1.2620 -1.0398  0.144
3 P -0.5986 -1.0988 1.4643  0.794
4 F -5.5286 -1.4774 -0.0172  -0.270
5 F -2.0828 -1.6198 4.1366  -0.288
6 F -4.6820 -1.7945 4.5647  -0.261
7 F -6.4268 -1.7214 2.5064  -0.247
8 O 1.8342 1.2196 0.7021  -0.800
9 O 3.6963 1.0071 1.9481  -0.458
10 N 2.3360 -1.0926 -0.5017  -0.714
11 N 3.1620 -0.5909 0.5039  -0.463
12 C 0.0297 1.6408 4.3966  -0.191
13 C -4.2483 -1.6203 3.3336  0.331
14 C 0.9680 -0.6410 -4.5303  -0.660
15 C -2.3903 -1.2931 1.8074  -0.434
16 C -3.0578 1.9574 -2.8341  -0.671
17 C -0.7108 2.7547 -2.4579  -0.057
18 C 0.3904 0.5607 -3.8151  -0.030
19 C -3.3148 -1.3100 0.7630  -0.125
20 C -1.2608 3.9790 -1.7584  -0.655
21 C -0.0245 -2.8217 1.4733  -0.435
22 C 0.6039 -4.8637 2.5772  -0.188
23 C 1.1941 1.1950 5.0126  -0.210
24 C 0.1993 -3.5380 2.6477  -0.139
25 C 1.2249 1.6214 -3.4217  -0.045
26 C -1.0105 0.6551 -3.6438  -0.051
27 C 1.8221 0.0432 4.5592  -0.145
28 C 0.5259 -4.7839 0.1710  -0.222
29 C 0.0933 -0.2541 2.9097  -0.373
30 C -4.6697 -1.4522 0.9905  0.314
31 C -0.5170 0.9236 3.3443  -0.202
32 C -1.5653 1.7600 -2.9709  0.084
33 C -1.8584 -0.4085 -4.3037  -0.656
34 C -2.8936 -1.4949 3.0895  0.351
35 C 0.7761 -5.4826 1.3453  -0.169
36 C 0.6751 2.6876 -2.6972  -0.055
37 C 1.5601 3.8095 -2.2054  -0.658
38 C -5.1443 -1.5878 2.2832  0.315
39 C 3.4643 2.3161 2.5432  -0.261
40 C 0.1298 -3.4550 0.2352  -0.177
41 C 2.6825 1.6626 -3.8327  -0.651
42 C 2.8468 0.6028 1.0495  0.934
43 C 1.2818 -0.6764 3.5005  -0.248
44 H -0.9933 3.9902 -0.7003  0.225
45 H -1.6726 -0.4084 -5.3806  0.249
46 H 1.6071 1.7441 5.8505  0.240
47 H 2.4669 2.3603 2.9706  0.215
48 H -2.9228 -0.2679 -4.1588  0.237
49 H -0.1199 -2.9231 -0.6747  0.202
50 H 0.4744 -1.5617 -4.2217  0.225
51 H 1.7690 -1.5846 3.1611  0.225
52 H 3.3562 1.3072 -3.0478  0.213
53 H -3.6301 1.0701 -3.0720  0.230
54 H 2.8728 -1.2084 -1.3535  0.401
55 H -3.3920 2.7505 -3.5075  0.248
56 H -3.3305 2.2492 -1.8210  0.227
57 H -1.6075 -1.4106 -3.9454  0.221
58 H -0.8462 4.8857 -2.1986  0.245
59 H -1.4350 1.2676 2.8796  0.223
60 H 1.2609 4.1441 -1.2141  0.229
61 H 2.8589 1.0651 -4.7223  0.241
62 H 2.6047 3.5151 -2.1555  0.227
63 H 0.7775 -5.4228 3.4886  0.241
64 H -2.3398 4.0491 -1.8300  0.241
65 H 3.5899 3.0894 1.7894  0.207
66 H 4.0087 -1.0613 0.7788  0.430
67 H 2.7304 -0.3050 5.0387  0.228
68 H 1.4890 4.6717 -2.8735  0.252
69 H 2.9738 2.6823 -4.0748  0.247
70 H 1.9750 -1.9981 -0.2210  0.414
71 H 0.0494 -3.0677 3.6135  0.231
72 H -0.4601 2.5408 4.7495  0.240
73 H 0.8292 -0.5549 -5.6122  0.256
74 H 4.2185 2.4160 3.3137  0.229
75 H 1.0904 -6.5179 1.2984  0.242
76 H 2.0322 -0.7565 -4.3426  0.221
77 H 0.6237 -5.2818 -0.7864  0.236

Cartesian forces (eV/Å) of the 6 atoms listed first:
Sn -0.290 -0.034 0.040
Br 0.001 0.104 -0.148
P -0.228 -0.258 0.249
F -0.045 0.011 0.008
F 0.146 0.099 0.052
F -0.057 -0.020 0.129